Density functional theory data (ωB97M-V/def2-TZVPD) for a structure of composition C12H21Br2N2O9PSc.

Values from the calculation:
LUMO level   -2.54 eV
Energy above the lowest of the compared OMol25 structures with the same formula, charge and spin   9.3 kcal per mole
Frontier orbital gap   9.70 eV
HOMO energy   -12.240 eV
DFT total energy   -7506.79129 hartree

```
! wB97M-V def2-TZVPD RIJCOSX def2/J DEFGRID3
* xyz 1 1
Sc 0.4818 -0.1528 -0.5746
O -0.1675 -1.1890 3.1748
C -0.3831 -1.3497 1.9898
O -0.6071 -0.3349 1.1793
C -0.3555 -2.7286 1.3449
C -1.1853 -2.7731 0.0580
C -1.3685 -4.2043 -0.4331
C 0.0361 -4.5380 -0.9935
C 0.8009 -3.2553 -0.6997
O -0.2308 -2.2298 -0.9127
C 1.0783 -3.1144 0.8066
C 2.1423 -2.0525 1.0806
O 3.0108 -2.2012 1.8965
O 2.0006 -0.9610 0.3382
H -0.6901 -3.4469 2.0898
H -2.0758 -2.1527 0.0627
H -2.1267 -4.2461 -1.2120
H -1.6764 -4.8634 0.3766
H 0.0016 -4.7263 -2.0643
H 0.5008 -5.3951 -0.5102
H 1.6472 -3.0429 -1.3469
H 1.4199 -4.0469 1.2481
Br -3.9489 0.1128 0.4128
C -3.5283 1.2211 -1.0817
Br -1.9506 0.6753 -2.0878
H -3.3220 2.2206 -0.7237
H -4.3470 1.1741 -1.7872
O 1.1146 0.1698 -2.4935
C 1.4815 1.0997 -3.2847
O 1.3139 2.3130 -3.1220
H 2.0080 0.7663 -4.1890
N 0.7727 1.4881 2.7070
C 0.4986 2.9084 2.3329
P 0.1000 2.9405 0.5343
O -1.3532 3.0245 0.2712
O 0.9210 1.7826 -0.0160
C 0.8678 4.3954 -0.2737
N 0.3749 4.2742 -1.6817
H 0.0394 0.8302 2.3356
H 0.8297 1.3376 3.7141
H 1.6405 1.1498 2.2796
H 1.3708 3.5144 2.5760
H -0.3583 3.2615 2.9022
H 1.9543 4.3454 -0.2767
H 0.5284 5.3400 0.1472
H 0.6537 5.0679 -2.2555
H -0.6476 4.2164 -1.6657
H 0.7326 3.3754 -2.1731
*
```


Density functional theory data (ωB97M-V/def2-TZVPD) for a cluster of 2 separate species, C6H12NS in total in a non-equilibrium geometry.

Values from the calculation:
LUMO level (spin up / spin down)   -4.45 / -4.45 eV
Energy above the lowest of the compared OMol25 structures with the same formula, charge and spin   146.0 kcal per mole
Frontier orbital gap (spin up / spin down)   7.93 / 7.93 eV
HOMO energy (spin up / spin down)   -12.382 / -12.380 eV
DFT total energy   -688.27527 hartree

```
! wB97M-V def2-TZVPD RIJCOSX def2/J DEFGRID3
* xyz 1 1
C -2.6994 0.1942 -0.3582
C -2.1221 -0.5884 0.8282
C 2.8790 -1.3724 0.6410
C 1.7676 -0.9781 -0.2418
C -1.3442 0.4089 -0.0115
C -0.0136 0.6647 -0.6253
N -0.6335 1.6958 0.2504
S 0.3341 1.3491 -2.2473
H -2.8594 -0.3508 -1.3535
H -3.4549 0.8260 -0.1030
H -2.6270 -0.2793 1.7430
H -1.9714 -1.6286 0.8909
H 3.1108 -2.3700 0.2773
H 3.7628 -0.6682 0.6529
H 2.1318 -0.3170 -1.0025
H 1.0259 -1.6673 -0.5264
H -0.2366 1.8795 1.1399
H -1.0137 2.4756 -0.1050
H 2.7179 -1.5153 1.7358
H 1.2460 2.2418 -1.5847
*
```


Density functional theory data (ωB97M-V/def2-TZVPD) for an isolated molecule of C3H4OS in a non-equilibrium geometry.

Values from the calculation:
LUMO level   -0.11 eV
Energy above the lowest of the compared OMol25 structures with the same formula, charge and spin   41.8 kcal per mole
Frontier orbital gap   8.57 eV
HOMO energy   -8.686 eV
DFT total energy   -590.05809 hartree

```
! wB97M-V def2-TZVPD RIJCOSX def2/J DEFGRID3
* xyz 0 1
O -1.5002 -1.1784 -0.1343
C -1.3280 -0.0171 -0.1371
C 0.1238 0.6131 -0.0984
C 1.1493 -0.4499 0.0764
S 2.6942 -0.4308 -0.1159
H -2.1963 0.7789 0.2207
H 0.2796 1.0048 -1.0827
H 0.1858 1.1034 0.8988
H 0.5920 -1.4240 0.3725
*
```


Density functional theory data (ωB97M-V/def2-TZVPD) for a structure of composition C27H31F3InN6O3S in a non-equilibrium geometry.

Values from the calculation:
LUMO level   2.03 eV
Frontier orbital gap   7.40 eV
HOMO energy   -5.362 eV
DFT total energy   -2489.53915 hartree

```
! wB97M-V def2-TZVPD RIJCOSX def2/J DEFGRID3
* xyz -1 1
C 1.2376 -0.4724 1.4282
C 1.9615 0.8427 1.6969
C 1.9361 1.8275 0.5367
O 2.5192 1.3121 -0.6321
In 1.1509 1.3374 -2.1984
C -0.7025 0.3917 -1.4396
C -1.8609 0.3019 -2.4251
S -1.5646 -0.7883 -3.8580
C -0.7673 -2.1311 -3.0866
N -1.2496 -3.1450 -2.4412
N -0.1616 -3.8925 -2.0362
C 0.8929 -3.2876 -2.4711
O 0.5830 -2.1727 -3.1526
C 0.9541 3.4226 -2.8773
C -0.0527 4.2469 -2.0552
C -1.4762 3.9686 -2.4674
F -1.6824 3.5409 -3.7365
C -2.5219 4.1238 -1.6319
F -2.7615 5.2637 -0.9901
F -3.4263 3.1915 -1.3394
O 2.0920 0.2579 -3.7986
C 3.3123 -0.0106 -3.6240
N 4.4344 -0.2510 -3.4574
H 0.1559 -0.3826 1.4815
H 1.5198 -1.1760 2.2103
H 1.5547 -0.9219 0.4870
H 1.4464 1.3250 2.5377
H 2.9834 0.6590 2.0309
H 0.8927 2.1551 0.3775
H 2.5181 2.7095 0.8474
H -0.4779 -0.6020 -1.0520
H -1.0507 0.9845 -0.5910
H -2.2011 1.2684 -2.7874
H -2.7206 -0.1364 -1.9105
H 1.9178 -3.5774 -2.3303
H 0.6558 3.4416 -3.9247
H 1.9070 3.9486 -2.8505
H 0.1432 5.3172 -2.2223
H 0.0477 4.0928 -0.9838
N -0.6447 -2.7982 2.2292
C -1.0601 -3.1779 1.0248
C -2.0066 -4.1697 0.8099
C -2.5496 -4.8049 1.9140
C -2.1281 -4.4247 3.1807
C -1.1783 -3.4192 3.2800
H -0.6081 -2.6579 0.1887
H -2.3012 -4.4286 -0.1978
H -3.2909 -5.5850 1.7929
H -2.5277 -4.8962 4.0700
H -0.8223 -3.0878 4.2513
N -4.3892 -5.2741 6.0086
C -5.0205 -6.0453 6.8908
C -5.5316 -5.5809 8.0933
C -5.3752 -4.2388 8.3994
C -4.7188 -3.4218 7.4940
C -4.2479 -3.9865 6.3180
H -5.1197 -7.0895 6.6142
H -6.0381 -6.2552 8.7703
H -5.7585 -3.8364 9.3284
H -4.5731 -2.3689 7.6917
H -3.7305 -3.3813 5.5808
N 4.4249 5.8241 -3.5092
C 4.8672 4.5715 -3.4039
C 5.8747 4.0409 -4.1971
C 6.4530 4.8555 -5.1550
C 6.0050 6.1621 -5.2796
C 4.9946 6.5936 -4.4345
H 4.3871 3.9618 -2.6458
H 6.1892 3.0149 -4.0621
H 7.2407 4.4789 -5.7956
H 6.4285 6.8328 -6.0156
H 4.6170 7.6092 -4.4977
*
```


Density functional theory data (ωB97M-V/def2-TZVPD) for an isolated molecule of C23H20F5N3O5S in a non-equilibrium geometry.

Values from the calculation:
LUMO level   -0.85 eV
Frontier orbital gap   8.31 eV
HOMO energy   -9.156 eV
DFT total energy   -2326.38173 hartree

```
! wB97M-V def2-TZVPD RIJCOSX def2/J DEFGRID3
* xyz 0 1
H 1.8200 5.5356 -0.8524
N 1.8632 5.2731 0.1359
C 1.9953 4.0208 0.2294
C 2.1153 3.0863 -0.9624
C 2.2876 1.6559 -0.5171
C 3.5531 1.0785 -0.4413
C 3.7571 -0.2303 -0.0211
O 4.9998 -0.8029 0.0152
C 5.8953 -0.2004 0.9616
C 6.8807 -1.2456 1.4615
C 2.6753 -1.0116 0.3719
C 1.4119 -0.4482 0.2898
C 1.2009 0.8549 -0.1589
C -0.2099 1.3246 -0.2143
O -0.4900 2.4389 0.1299
C -1.1964 0.2797 -0.6527
C -2.2852 0.4657 -1.5078
S -2.6460 2.0130 -2.3010
O -3.0729 1.6872 -3.6373
O -1.5748 2.9614 -2.2825
C -4.1899 2.7216 -1.5383
F -5.1645 1.8507 -1.8416
F -4.4871 3.8760 -2.1190
C -4.1854 2.9246 0.0226
F -4.2403 4.2024 0.3442
F -3.1295 2.3738 0.5976
F -5.2703 2.3312 0.5282
C -3.1581 -0.5699 -1.8283
C -2.9655 -1.8418 -1.3067
N -3.8732 -2.8712 -1.6436
C -1.8646 -2.0657 -0.4742
N -1.6494 -3.3689 0.0341
C -2.0295 -3.5794 1.2356
C -3.1089 -2.7921 1.9305
C -1.3585 -4.6514 2.0346
C -0.9919 -1.0185 -0.1564
C 0.2137 -1.2334 0.7059
O 0.2389 -1.9404 1.6785
H 2.0611 3.6183 1.2381
H 3.0455 3.3719 -1.4553
H 1.2679 3.2115 -1.6305
H 4.4036 1.6814 -0.7365
H 6.4786 0.5520 0.4248
H 5.3722 0.3038 1.7721
H 6.6139 -1.6391 2.4399
H 7.8591 -0.7771 1.5521
H 6.9637 -2.0735 0.7634
H 2.7927 -2.0305 0.7063
H -3.9888 -0.3589 -2.4852
H -3.9238 -2.9203 -2.6565
H -3.4479 -3.7544 -1.3673
H -3.9477 -2.6800 1.2461
H -3.3966 -3.2621 2.8648
H -2.7655 -1.7872 2.1833
H -0.4809 -4.9728 1.4833
H -2.0174 -5.4839 2.2704
H -0.9832 -4.1678 2.9348
*
```


Density functional theory data (ωB97M-V/def2-TZVPD) for a structure of composition C42H35FeN6O2PS in a non-equilibrium geometry.

Values from the calculation:
Expectation value of S²   0.76
LUMO level (spin up / spin down)   -3.40 / -3.40 eV
Energy above the lowest of the compared OMol25 structures with the same formula, charge and spin   47.0 kcal per mole
Frontier orbital gap (spin up / spin down)   4.68 / 4.45 eV
HOMO energy (spin up / spin down)   -8.086 / -7.854 eV
DFT total energy   -4103.50647 hartree

```
! wB97M-V def2-TZVPD RIJCOSX def2/J DEFGRID3
* xyz 1 2
Fe -0.3397 0.4894 -0.0030
C 1.1277 3.3720 -5.5077
C 0.9074 3.1950 -4.0291
C 0.0246 4.0099 -3.3180
C -0.2212 3.8225 -1.9698
C 0.4079 2.8008 -1.2450
N 0.1342 2.4261 0.0545
C 0.0458 3.3585 1.0462
C 0.6893 4.6155 0.9635
C 0.6492 5.5431 1.9795
C -0.0173 5.2862 3.1795
C -0.0160 6.2776 4.3119
C -0.6489 4.0625 3.2869
C -0.6474 3.1286 2.2523
N -1.4439 1.9521 2.4559
C -2.6071 1.9043 3.1378
C -3.0188 0.5924 3.1808
C -2.0231 -0.0977 2.4824
N -1.0751 0.7270 2.0395
C 1.3345 2.0344 -1.9612
C 1.5678 2.2036 -3.3184
N 2.1382 1.1218 -1.2201
C 3.4764 1.0216 -1.3191
C 3.8846 0.0457 -0.4424
C 2.7004 -0.3915 0.1557
N 1.6327 0.2491 -0.3177
H 0.7908 4.3536 -5.8383
H 0.5766 2.6253 -6.0840
H 2.1827 3.2737 -5.7673
H -0.4918 4.8082 -3.8385
H -0.9021 4.4915 -1.4548
H 1.2477 4.8395 0.0639
H 1.1725 6.4844 1.8518
H -0.1140 7.2980 3.9400
H 0.9121 6.2288 4.8861
H -0.8396 6.0918 5.0015
H -1.1571 3.8127 4.2114
H -3.0640 2.7994 3.5216
H -3.9083 0.1994 3.6405
H -1.9536 -1.1516 2.2731
H 2.2933 1.5653 -3.8131
H 4.0291 1.6843 -1.9623
H 4.8892 -0.2817 -0.2419
H 2.6029 -1.1407 0.9203
O -3.4047 -2.4395 0.2566
C -2.4021 -2.9773 0.0176
O -1.1802 -2.1944 -0.0532
C -2.0808 -4.3918 -0.2543
C -3.0527 -5.3644 -0.4305
C -2.6293 -6.6520 -0.7226
C -1.2709 -6.9430 -0.8318
C -0.3053 -5.9618 -0.6412
C -0.7322 -4.6798 -0.3403
P 0.1191 -3.1335 -0.0501
C 1.1138 -2.7784 -1.4646
C 2.2857 -3.5129 -1.6434
C 3.0435 -3.3148 -2.7831
C 2.6264 -2.3922 -3.7352
C 1.4517 -1.6739 -3.5600
C 0.6813 -1.8659 -2.4241
C 0.7955 -3.1841 1.5940
C 0.8690 -2.0164 2.3572
C 1.2330 -2.0976 3.6904
C 1.5299 -3.3265 4.2622
C 1.4535 -4.4900 3.5076
C 1.0701 -4.4260 2.1798
H -4.1016 -5.1126 -0.3497
H -3.3587 -7.4351 -0.8764
H -0.9628 -7.9509 -1.0757
H 0.7464 -6.2013 -0.7282
H 2.6258 -4.2119 -0.8858
H 3.9612 -3.8687 -2.9245
H 3.2248 -2.2328 -4.6225
H 1.1330 -0.9550 -4.3027
H -0.2273 -1.2939 -2.2812
H 0.6162 -1.0507 1.9283
H 1.2713 -1.1912 4.2798
H 1.8086 -3.3820 5.3064
H 1.6809 -5.4478 3.9550
H 0.9911 -5.3422 1.6094
S -4.8953 1.1618 -0.9261
C -4.1244 2.5890 -0.3919
C -2.7846 2.4050 -0.3583
N -2.3490 1.1514 -0.7441
C -3.3743 0.4167 -1.0734
H -4.6805 3.4761 -0.1397
H -2.0578 3.1436 -0.0589
H -3.2863 -0.5840 -1.4555
*
```


> DFT total energy of number 3 (C3H4OS)?

-590.05809 hartree